Entry 1:
Here is an isolated molecule of C6H8 in a non-equilibrium geometry from the Open Molecules 2025 dataset. Energies are from the ωB97M-V functional and the def2-TZVPD basis.

Geometry as XYZ:
```
14
Properties=species:S:1:pos:R:3:forces:R:3
C 1.2206 1.3962 0.1057 0.162 0.982 -2.126
C 1.1823 -0.0340 -0.3804 0.253 -0.633 0.423
C 0.8479 -1.1105 0.6260 1.663 -1.837 -2.983
C -0.1399 -0.8117 -0.4866 -0.405 -0.142 -0.814
C -1.3056 -0.0792 -0.0590 -3.543 0.813 0.017
C -2.4375 0.3776 0.1282 1.730 0.137 -0.091
H 0.6517 1.9166 -0.8006 1.682 -0.024 2.048
H 0.6733 1.6368 1.0289 0.157 -0.398 -0.360
H 2.3532 1.6463 0.2468 -2.215 0.112 -0.470
H 1.9458 -0.1791 -1.1910 -0.887 -0.425 1.008
H 0.5360 -0.8638 1.5693 -0.605 0.916 2.140
H 1.4345 -2.0437 0.6051 -0.504 0.420 -0.197
H -0.4390 -1.5133 -1.3580 1.199 1.076 1.587
H -3.3620 0.9698 0.2963 1.312 -0.995 -0.183
```
Positions in Å, forces in eV/Å.

SMILES string: C#C[C@@H]1C[C@@H]1C
LUMO (Eh): 0.0402
ΔE to the lowest compared entry with this formula, charge and spin (kcal per mole): 60.8



Entry 2:
Here is an isolated molecule of C6H8 from the Open Molecules 2025 dataset. Energies are from the ωB97M-V functional and the def2-TZVPD basis.

Geometry as XYZ:
```
14
Properties=species:S:1:pos:R:3:forces:R:3
C -1.2619 0.8566 0.4968 -0.086 0.070 0.076
C -0.3249 0.2454 -0.5625 0.073 -0.107 -0.004
C 1.1284 0.6747 -0.2692 0.056 0.083 0.099
C 1.7811 -0.3851 0.5694 -0.312 -0.075 -0.320
C 0.9248 -1.5420 0.3299 0.072 -0.055 0.019
C -0.2158 -1.2265 -0.3263 0.050 0.063 0.078
H -2.2447 0.3742 0.5076 0.112 0.097 -0.059
H -1.4035 1.9279 0.3246 0.023 -0.148 -0.014
H -0.6953 0.4860 -1.5679 0.072 -0.068 0.145
H 1.2340 1.6929 0.1205 0.010 -0.177 -0.005
H 1.7350 0.6365 -1.1919 -0.056 0.030 0.096
H -0.8100 0.7244 1.4865 -0.109 0.027 -0.132
H 1.1582 -2.5411 0.6908 -0.003 0.157 -0.102
H -1.0053 -1.9239 -0.6083 0.099 0.103 0.123
```
Positions in Å, forces in eV/Å.

LUMO (Eh): -0.0133
ΔE to the lowest compared entry with this formula, charge and spin (kcal per mole): 64.2



Entry 3:
Here is an isolated molecule of C6H8 in a non-equilibrium geometry from the Open Molecules 2025 dataset. Energies are from the ωB97M-V functional and the def2-TZVPD basis.

Geometry as XYZ:
```
14
Properties=species:S:1:pos:R:3:forces:R:3
C 1.1115 0.0798 -1.5345 -1.106 -0.122 2.278
C 1.2931 -0.3440 -0.2830 -3.519 0.815 -2.142
C -0.1701 0.1970 -0.8931 3.503 -0.551 1.289
C -1.3995 0.6719 -0.7110 1.060 -1.726 0.920
C 2.1490 -0.6359 0.8773 -1.977 1.683 1.886
C -2.1924 0.2624 0.4798 -2.329 -1.509 -0.394
H 1.5806 0.5630 -2.3193 1.149 0.306 -1.715
H -1.9934 0.8393 -1.5555 -0.547 0.818 -1.417
H 2.9084 -1.3415 0.7423 1.417 -0.776 -0.780
H 1.5247 -1.1021 1.7337 0.916 1.256 -1.186
H 2.5645 0.4086 1.1302 -0.366 -1.759 0.252
H -3.1039 0.8936 0.5968 0.357 -0.568 -0.373
H -1.7298 0.3813 1.4319 0.859 -0.317 0.609
H -2.5427 -0.8733 0.3042 0.583 2.449 0.773
```
Positions in Å, forces in eV/Å.

SMILES string: C/C=C1C=C/1C
LUMO (Eh): 0.0366
ΔE to the lowest compared entry with this formula, charge and spin (kcal per mole): 84.3



Entry 4:
Here is a structure of composition C6H8AgLiO5 in a non-equilibrium geometry from the Open Molecules 2025 dataset. Energies are from the ωB97M-V functional and the def2-TZVPD basis.

Geometry as XYZ:
```
21
Properties=species:S:1:pos:R:3:forces:R:3
Li -2.8136 2.9966 0.6640 0.574 -0.488 -0.610
O -2.0874 2.2956 -0.8671 -0.082 0.588 0.805
O 0.2268 2.4477 -0.7144 0.364 0.104 0.040
C 0.6167 3.4164 0.2369 -0.001 -0.019 -0.111
C 0.1385 2.7968 1.5387 0.312 -0.102 0.181
O -1.0670 2.1712 1.1376 -0.268 0.125 0.796
C -0.9995 1.8405 -0.2944 -0.812 0.146 -1.234
H 1.7026 3.5556 0.1847 -0.236 -0.029 0.005
H 0.1163 4.3811 0.0461 0.092 -0.131 0.027
H -0.0757 3.5281 2.3270 0.046 -0.116 -0.118
H 0.8513 2.0451 1.9128 -0.215 0.155 -0.120
Ag -0.9376 -2.7323 -0.9404 0.579 1.656 0.220
O -1.4275 -0.2101 -1.4804 0.007 -0.504 -0.116
C 0.6818 -5.2205 -0.7349 -0.171 0.302 -0.041
C 1.5641 -4.2475 -0.4650 -0.347 0.064 -0.048
O -0.1960 -0.3797 0.3363 0.079 0.142 0.146
C -0.8397 0.3119 -0.4961 0.056 -1.953 0.178
H 0.5347 -5.5824 -1.7561 0.031 0.080 0.335
H 0.1201 -5.7130 0.0637 0.182 0.128 -0.274
H 2.1528 -3.7838 -1.2613 -0.171 -0.114 0.324
H 1.7384 -3.9170 0.5625 -0.017 -0.033 -0.384
```
Positions in Å, forces in eV/Å.

LUMO (Eh): -0.0298
ΔE to the lowest compared entry with this formula, charge and spin (kcal per mole): 0.6



Entry 5:
Here is a structure of composition C6H8AgO6 in a non-equilibrium geometry from the Open Molecules 2025 dataset. Energies are from the ωB97M-V functional and the def2-TZVPD basis.

Geometry as XYZ:
```
21
Properties=species:S:1:pos:R:3:forces:R:3
O 3.8574 0.8495 -3.3978 0.493 -0.075 -0.573
C 3.3730 1.1152 -2.2702 1.190 1.547 -0.410
O 3.7530 2.0870 -1.5720 0.077 0.124 0.312
O 2.3775 0.3207 -1.8450 -0.482 -0.583 0.009
C 1.7711 0.6149 -0.5896 0.228 0.298 0.175
C 0.5668 -0.2899 -0.4076 -0.052 -0.195 -0.236
C -0.0948 -0.0260 0.9380 0.363 0.183 0.328
C -1.4459 -0.6131 1.1398 -1.087 -0.205 -1.111
O -2.0536 -1.2663 0.3062 0.476 0.298 0.990
H 1.4654 1.6702 -0.5688 0.121 -0.187 0.031
H 2.5056 0.4587 0.2144 -0.132 0.096 -0.140
H 0.8782 -1.3420 -0.4807 -0.128 0.263 -0.008
H -0.1502 -0.1068 -1.2197 0.150 -0.091 0.202
H -0.2258 1.0558 1.1223 0.065 -0.191 -0.073
H 0.5250 -0.3701 1.7841 -0.038 0.096 -0.192
H -1.9633 -0.3209 2.0769 0.214 -0.182 0.076
Ag 5.7589 2.8522 -3.6013 -1.611 -1.244 0.777
H -4.1680 -2.1602 1.6380 -1.626 -0.397 0.581
O -5.0469 -2.5233 2.0323 2.158 -0.347 -0.899
O -5.8036 -0.4073 2.3265 -0.068 -0.938 0.061
C -5.8797 -1.5983 2.3741 -0.311 1.730 0.100
```
Positions in Å, forces in eV/Å.

Multiplicity: 2
LUMO (Eh): -0.0928
ΔE to the lowest compared entry with this formula, charge and spin (kcal per mole): 19.6



Entry 6:
Here is a structure of composition C6H8AlO5 in a non-equilibrium geometry from the Open Molecules 2025 dataset. Energies are from the ωB97M-V functional and the def2-TZVPD basis.

Geometry as XYZ:
```
20
Properties=species:S:1:pos:R:3:forces:R:3
Al -2.4302 -0.0164 1.5099 -4.123 3.174 -0.952
O -1.0700 -0.8314 1.5108 1.955 -0.755 0.205
O 0.7903 -1.7355 0.9757 -1.718 0.898 -0.206
C 2.1320 -1.6312 1.4729 1.152 0.097 -0.252
C 2.3166 -0.1153 1.5951 1.326 -0.596 -0.133
O 0.9758 0.3748 1.4951 -3.650 -0.100 0.329
C 0.1178 -0.6058 1.2296 7.487 -3.002 1.431
H 2.1994 -2.1504 2.4356 -0.228 0.027 -0.275
H 2.8033 -2.0956 0.7444 -0.179 0.098 0.230
H 2.9119 0.3166 0.7835 -0.275 0.018 0.196
H 2.7159 0.1905 2.5675 -0.184 0.048 -0.283
O -1.8195 0.7500 -0.3655 -1.880 -1.211 0.331
C -2.1392 0.3699 -1.7423 -0.999 -0.135 -1.136
C -1.1768 1.2616 -2.5169 -0.359 -0.106 -0.722
O -0.2760 1.7401 -1.4668 -0.392 -0.478 0.790
C -0.6908 1.4158 -0.3004 1.925 2.009 0.552
H -1.9514 -0.7009 -1.8562 -0.034 0.178 0.019
H -3.2014 0.6048 -1.8493 0.274 -0.111 -0.408
H -1.6443 2.1358 -2.9790 0.105 -0.197 0.130
H -0.5633 0.7225 -3.2435 -0.203 0.141 0.155
```
Positions in Å, forces in eV/Å.

Multiplicity: 2
LUMO (spin up / spin down) (Eh): -0.3219 / -0.4219
ΔE to the lowest compared entry with this formula, charge and spin (kcal per mole): 10.3
Charge: +2



Entry 7:
Here is a structure of composition C6H8AlO5 in a non-equilibrium geometry from the Open Molecules 2025 dataset. Energies are from the ωB97M-V functional and the def2-TZVPD basis.

Geometry as XYZ:
```
20
Properties=species:S:1:pos:R:3:forces:R:3
Al 1.2335 3.0725 0.0493 3.051 2.714 -2.208
O 0.1219 2.2902 0.8230 -1.236 0.484 2.143
O -1.6030 1.0372 0.2202 2.131 0.715 -0.708
C -2.4955 0.3030 1.0589 -0.695 -0.714 0.594
C -1.5478 -0.4634 1.9773 -0.711 -0.456 0.092
O -0.3518 0.3101 1.9210 0.749 1.967 0.003
C -0.3526 1.1051 0.7931 -2.591 -6.383 1.032
H -3.1350 1.0042 1.6102 0.227 -0.076 -0.258
H -3.1090 -0.3513 0.4306 0.159 0.242 0.155
H -1.3476 -1.4822 1.6188 0.047 0.250 0.095
H -1.8852 -0.4983 3.0180 0.116 -0.010 -0.281
O 1.1378 0.7038 -1.2649 -0.095 0.971 -0.184
C 1.6624 -0.2612 -2.2258 0.656 -0.115 -0.769
C 1.8535 -1.4981 -1.3456 0.573 -0.488 -0.601
O 1.2731 -1.0813 -0.0679 -0.923 0.702 0.668
C 0.8664 0.1179 -0.1551 -1.389 0.361 0.062
H 0.9080 -0.3672 -3.0095 0.183 0.023 0.144
H 2.5813 0.1862 -2.6126 -0.154 -0.376 -0.088
H 2.8992 -1.7549 -1.1573 -0.250 0.009 -0.004
H 1.2902 -2.3724 -1.6817 0.155 0.181 0.112
```
Positions in Å, forces in eV/Å.

Multiplicity: 2
LUMO (spin up / spin down) (Eh): -0.3278 / -0.4506
ΔE to the lowest compared entry with this formula, charge and spin (kcal per mole): 1.8
Charge: +2